# C35H56Br3CaInN3O12S

C35H56Br3CaInN3O12S as an isolated structure (ωB97M-V/def2-TZVPD, the OMol25 dataset).

Total energy = -310811.40248 eV
Net charge = -1
Orbital gap = 0.03148 Eh
Molecular weight = 1137.52 Da
HOMO energy = -0.103 Ha

```
112
Properties=species:S:1:pos:R:3:forces:R:3
C -1.6088 -5.3048 2.1585 -0.33 0.49 0.36
C -2.8135 -4.5788 1.5769 0.46 -0.71 -0.60
O -3.7046 -4.1529 2.5682 0.24 0.22 0.18
C -3.5371 -5.5185 0.5574 -1.55 0.79 0.93
O -4.9040 -5.3474 0.5905 0.17 -0.55 -1.02
In -5.5344 -3.6299 -0.5188 -0.75 0.72 0.10
C -5.4013 -4.2829 -2.6799 0.19 0.78 0.99
C -4.6329 -3.2619 -3.5049 -0.44 -0.85 0.16
O -4.0016 -3.9188 -4.6092 0.08 0.17 -0.21
C -2.6188 -3.7042 -4.7372 0.06 -0.17 -0.14
C -2.2447 -2.2881 -5.1318 -0.44 0.07 -0.03
O -0.8489 -2.2325 -5.3529 0.22 -0.16 -0.16
C -0.0869 -1.5944 -4.4049 0.08 0.56 0.21
C 0.7340 -2.2981 -3.5416 -0.15 -0.36 -0.04
C 1.5294 -1.6370 -2.6220 0.06 0.06 -0.21
C 1.5606 -0.2451 -2.5336 -0.17 -0.09 0.27
C 2.5049 0.4370 -1.5129 -0.73 -0.55 -0.65
C 3.8984 0.3077 -2.1756 -0.21 0.38 0.11
C 2.1229 1.9065 -1.4142 0.12 0.09 -0.15
C 2.3631 -0.3458 -0.1726 0.87 0.71 0.03
C 2.6709 0.3836 1.1560 0.04 -0.62 0.81
C 1.5383 1.2921 1.6587 0.10 -0.48 -0.48
C 4.0099 1.1432 1.1671 -0.27 0.30 0.13
C 2.7971 -0.7562 2.2099 0.21 0.33 -0.30
C 0.7327 0.4494 -3.4142 -0.04 -0.16 -0.11
C -0.0766 -0.2098 -4.3325 0.00 -0.07 0.05
C -7.5828 -3.1292 0.1280 0.49 -0.16 0.14
C -8.0032 -1.6927 -0.0297 -0.30 0.19 0.00
C -9.1882 -1.2542 0.5745 -0.11 0.34 0.00
C -9.6367 0.0545 0.4538 0.14 0.00 -0.25
C -8.9164 0.9789 -0.2980 0.16 -0.31 0.09
C -7.7352 0.5680 -0.8949 0.11 -0.16 0.02
C -7.2833 -0.7423 -0.7532 -0.26 -0.09 0.04
H -1.9720 -6.0435 2.8762 0.06 -0.27 -0.08
H -0.9974 -4.6019 2.7188 0.24 0.00 -0.05
H -1.0219 -5.8006 1.3909 0.15 -0.04 -0.07
H -2.4908 -3.6946 1.0335 -0.08 0.21 0.04
H -3.7419 -4.8363 3.2433 -0.20 -0.04 0.04
H -3.3288 -6.5857 0.7923 0.49 -0.05 -0.20
H -3.1946 -5.2520 -0.4768 1.09 0.57 0.65
H -4.4158 -2.3053 -0.1932 0.19 -0.29 -0.09
H -6.4074 -4.4248 -3.0562 -0.06 -0.39 -0.12
H -4.8655 -5.2273 -2.6972 -0.13 -0.26 -0.56
H -3.9111 -2.7352 -2.8806 0.25 0.13 -0.19
H -5.3692 -2.5640 -3.9018 0.15 0.38 0.02
H -2.2871 -4.3351 -5.5595 0.03 -0.21 -0.01
H -2.0733 -4.0382 -3.8447 0.04 0.20 0.18
H -2.7622 -2.0635 -6.0643 0.08 0.03 -0.19
H -2.5846 -1.5385 -4.4176 0.19 0.02 0.27
H 0.7353 -3.3791 -3.5809 0.02 -0.08 -0.05
H 2.1560 -2.2416 -1.9845 0.07 0.01 0.16
H 3.7564 0.4292 -3.2489 0.15 0.02 -0.13
H 4.3247 -0.6783 -2.0072 0.10 -0.11 0.04
H 4.5983 1.0776 -1.8555 -0.15 -0.22 0.12
H 1.0961 2.0377 -1.0856 -0.14 0.01 0.07
H 2.7732 2.4714 -0.7578 0.14 -0.05 0.19
H 2.2174 2.3621 -2.3972 0.04 0.14 -0.10
H 3.0727 -1.1761 -0.2106 0.03 -0.13 -0.09
H 1.3816 -0.8094 -0.0961 -0.23 0.17 0.01
H 1.6522 1.4973 2.7150 0.04 0.13 0.13
H 0.5942 0.7674 1.5008 -0.24 0.16 0.04
H 1.5359 2.2481 1.1493 -0.19 0.15 -0.12
H 4.5760 0.9150 2.0674 0.06 -0.06 0.11
H 3.8320 2.2159 1.2040 0.09 0.15 -0.18
H 4.6408 0.9222 0.3172 0.13 -0.08 -0.16
H 2.1110 -1.5737 1.9996 -0.13 -0.11 0.11
H 2.6074 -0.3620 3.2045 -0.09 -0.03 0.15
H 3.8210 -1.1285 2.2134 0.00 -0.32 -0.12
H 0.7021 1.5257 -3.4313 0.02 0.12 0.14
H -0.7074 0.3590 -5.0008 -0.05 0.05 -0.09
H -7.6420 -3.3738 1.1896 0.01 -0.11 0.11
H -8.2948 -3.7967 -0.3565 -0.13 0.02 -0.15
H -9.7867 -1.9396 1.1602 0.06 -0.18 0.01
H -10.5638 0.3563 0.9201 -0.07 -0.02 0.11
H -9.2584 1.9967 -0.4003 -0.06 0.12 -0.02
H -7.1380 1.2586 -1.4732 0.00 0.12 -0.03
H -6.3483 -1.0344 -1.2086 0.11 0.05 -0.09
C 1.1085 4.5692 3.8032 0.07 0.09 -0.10
O 1.7726 3.5351 3.8840 0.05 0.10 0.04
N 1.2632 5.6025 4.6581 -0.07 -0.53 0.49
N 0.1686 4.7380 2.8254 -0.20 -0.13 0.02
H 0.7450 6.4565 4.5951 0.18 0.12 -0.26
H 1.9710 5.4982 5.3715 -0.33 0.16 -0.15
H 0.0371 3.9873 2.1749 0.06 -0.01 0.00
H -0.3718 5.5765 2.7273 0.21 0.14 -0.08
C 5.3965 4.9416 4.9393 0.08 -0.05 -0.05
C 4.3794 5.4387 5.8496 0.12 -0.04 -0.26
N 3.5403 5.8381 6.5179 0.06 0.11 0.50
H 5.9087 4.0909 5.3846 0.00 -0.01 -0.02
H 4.9205 4.6289 4.0108 -0.05 0.00 0.01
H 6.1172 5.7286 4.7267 -0.01 0.01 -0.02
C 8.9610 1.1622 -3.2835 -0.19 0.16 -0.28
C 9.5891 2.3917 -2.6605 0.33 -0.16 0.12
O 8.6242 2.8263 -1.6961 -0.18 -0.06 -0.18
S 7.8630 1.5600 -1.0791 0.09 0.06 -0.17
O 8.4646 1.2013 0.1522 -0.07 -0.10 0.09
O 6.4688 1.7826 -1.1912 0.26 0.19 0.20
O 8.3200 0.4978 -2.1883 0.22 0.05 0.12
H 8.2005 1.4291 -4.0199 0.02 0.02 0.00
H 9.6930 0.5012 -3.7391 -0.03 -0.14 0.15
H 9.7745 3.1826 -3.3815 -0.17 0.12 0.09
H 10.5165 2.1479 -2.1376 0.01 -0.02 -0.04
Ca -3.5452 -6.7709 -1.7352 -0.44 -0.77 -0.25
C 2.3542 7.9097 2.0562 0.60 0.03 -0.39
O 1.3743 7.7152 2.7924 -0.26 0.21 -0.05
O 3.4816 8.3149 2.4752 -0.21 -0.05 0.20
O 2.3410 7.7145 0.8024 -0.26 -0.04 0.13
C -1.3467 1.0015 5.4759 0.03 -0.04 -0.01
Br -2.2114 0.9857 7.2028 0.01 0.00 -0.02
Br -1.8940 2.5105 4.4254 0.05 0.02 0.05
Br 0.5606 0.8926 5.6349 -0.01 0.04 0.05
H -1.6702 0.1173 4.9520 -0.08 -0.09 -0.01
```
Positions in Å, forces in eV/Å.